{"formula": "C3H13NO2", "method": "ωB97M-V/def2-TZVPD", "elements": ["C", "N", "C", "C", "H", "H", "H", "H", "H", "H", "H", "H", "H", "O", "H", "H", "O", "H", "H"], "coordinates": [[-0.03295, 0.25172, -1.20785], [-0.73831, 0.04534, 0.05314], [-1.78765, -0.94563, -0.08999], [-1.26519, 1.29544, 0.56235], [0.41668, -0.68095, -1.53674], [-0.72494, 0.59430, -1.99416], [0.73947, 1.00933, -1.08858], [-2.25581, -1.11850, 0.87910], [-1.36834, -1.87547, -0.45629], [-2.55555, -0.63674, -0.81308], [-1.76029, 1.12654, 1.51690], [-0.46611, 2.02171, 0.69168], [-2.02620, 1.72285, -0.10735], [3.26829, 0.30607, -0.59351], [2.73808, -0.12788, 0.09228], [4.16828, -0.03822, -0.48721], [1.55920, -0.94786, 1.34562], [0.66968, -0.66408, 1.02003], [1.42165, -1.33795, 2.21366]], "atomic_forces_ev_per_a": [[-0.3, 0.2, -0.1], [0.3, -0.1, 0.0], [-0.1, 0.1, 0.0], [-0.3, 0.0, 0.0], [0.1, 0.0, 0.0], [0.0, 0.0, 0.0], [0.1, -0.1, 0.0], [-0.1, -0.1, 0.0], [0.1, -0.2, 0.0], [-0.1, 0.1, 0.0], [0.1, 0.0, 0.1], [0.1, 0.0, 0.0], [0.1, 0.1, -0.1], [0.4, 0.0, -0.1], [0.1, -0.1, 0.1], [-0.5, 0.1, 0.0], [-0.2, -0.1, 0.0], [0.1, 0.1, 0.0], [0.1, 0.1, -0.1]], "lumo_energy_ev": 0.82, "smiles": "CN(C)C.O.O", "e_homo_ev": -9.22}

{"formula": "C2H10N3", "method": "ωB97M-V/def2-TZVPD", "elements": ["C", "N", "H", "H", "H", "H", "H", "H", "N", "C", "N", "H", "H", "H", "H"], "coordinates": [[-0.47155, 0.79498, 2.09360], [0.80218, 0.07508, 1.54041], [-0.25754, 1.84666, 2.29794], [-1.18596, 0.56457, 1.32065], [-0.62317, 0.22857, 3.02956], [0.72715, -0.93892, 1.57124], [1.69009, 0.33825, 1.97829], [0.96372, 0.35047, 0.50114], [-0.95374, -0.67448, -2.56043], [0.07250, -0.73336, -1.62271], [0.85238, 0.24944, -1.09356], [-1.49889, 0.16083, -2.75577], [-1.31461, -1.57691, -2.83962], [0.48111, -1.74264, -1.69548], [0.71635, 1.05746, -1.76527]], "atomic_forces_ev_per_a": [[2.4, -2.1, 0.4], [0.1, 1.6, 1.0], [-0.1, -0.3, -0.4], [-0.5, 0.4, 0.1], [-0.6, 0.7, -0.4], [-0.3, -0.1, -0.2], [-0.5, 0.0, 0.4], [-0.6, -0.4, -1.8], [-0.2, 0.9, -0.7], [0.4, -2.0, 1.3], [-0.7, 1.7, -1.4], [0.2, -0.5, 0.3], [-0.1, 0.6, 0.0], [0.1, 0.0, 0.4], [0.4, -0.4, 1.1]], "lumo_energy_ev": [0.63, 0.52], "e_homo_ev": [-3.09, -7.28], "multiplicity": 2}

The calculation returns the following relative energy (zero: lowest compared OMol25 entry of this formula, charge and spin) values, one per record and in order: 12.1, 46.2 kcal/mol.
The calculation returns the following F_max values, one per record and in order: 0.010, 0.061 hartree/bohr.